Here is a molecular structure, C14H20AgF6OSbSe from the Open Molecules 2025 dataset. Energies are from wB97M-V/def2-TZVPD.

```
44
Properties=species:S:1:pos:R:3
Ag -0.9049 0.9631 0.9037
C 1.6867 0.0910 8.1897
C 0.8567 0.0996 6.9345
C 0.1660 -1.0275 6.5169
C -0.6378 -1.0286 5.3794
C -1.3428 -2.3009 4.9975
C -0.7747 0.1457 4.6203
Se -1.9696 0.1408 3.1321
C -0.0750 1.2924 5.0318
C -0.1878 2.5724 4.2664
C 0.7258 1.2503 6.1676
H 1.8822 -0.9286 8.5248
H 1.1844 0.6136 9.0078
H 2.6480 0.5852 8.0340
H 0.2563 -1.9462 7.0895
H -1.0328 -3.1171 5.6522
H -1.1367 -2.5706 3.9608
H -2.4271 -2.1926 5.0644
H 0.0826 2.4154 3.2262
H 0.4591 3.3410 4.6933
H -1.2197 2.9319 4.2499
H 1.2584 2.1506 6.4616
C 3.4903 0.6069 -0.0457
C 2.1991 1.3282 0.3763
C 2.5220 2.3452 1.4611
C 1.1872 0.2847 0.7819
H 4.2555 1.3239 -0.3562
H 3.3086 -0.0798 -0.8735
H 3.8907 0.0274 0.7899
H 1.8204 1.8628 -0.5028
H 2.8887 1.8442 2.3623
H 1.6546 2.9336 1.7515
H 3.2956 3.0399 1.1248
H 1.3966 -0.2449 1.7096
H 0.9509 -0.4221 -0.0166
O -0.9177 3.8058 -0.1648
C -0.8750 3.3016 0.8419
F -2.1583 -1.3047 -0.1247
Sb -3.0699 -0.2316 -1.3829
F -1.3587 0.5719 -1.7145
F -3.2453 1.1735 -0.0747
F -3.8718 0.8748 -2.6776
F -4.7246 -0.9539 -0.8588
F -2.7982 -1.5525 -2.6999
```

The net charge is -1. The highest occupied orbital energy (spin up / spin down) comes out at -4.5 / -4.5 eV. Its spin multiplicity is 2. For the energy relative to the best compared isomer or geometry (same formula, charge and spin), the calculation gives 0.828 eV. The gap between HOMO and LUMO (spin up / spin down) is 7.21 / 5.70 eV.

List of Löwdin charges in e, atom by atom: atom 1 (Ag): 0.593, atom 2 (C): -0.068, atom 3 (C): -0.290, atom 4 (C): -0.035, atom 5 (C): -0.315, atom 6 (C): -0.113, atom 7 (C): -0.567, atom 8 (Se): 0.655, atom 9 (C): -0.307, atom 10 (C): -0.108, atom 11 (C): -0.033, atom 12 (H): 0.067, atom 13 (H): 0.075, atom 14 (H): 0.071, atom 15 (H): 0.105, atom 16 (H): 0.065, atom 17 (H): 0.060, atom 18 (H): 0.067, atom 19 (H): -0.002, atom 20 (H): 0.074, atom 21 (H): 0.073, atom 22 (H): 0.109, atom 23 (C): -0.096, atom 24 (C): -0.520, atom 25 (C): -0.096, atom 26 (C): -0.147, atom 27 (H): 0.070, atom 28 (H): 0.074, atom 29 (H): 0.079, atom 30 (H): 0.122, atom 31 (H): 0.086, atom 32 (H): 0.033, atom 33 (H): 0.074, atom 34 (H): 0.053, atom 35 (H): 0.051, atom 36 (O): 0.083, atom 37 (C): -0.066, atom 38 (F): -0.402, atom 39 (Sb): 1.343, atom 40 (F): -0.408, atom 41 (F): -0.422, atom 42 (F): -0.365, atom 43 (F): -0.358, atom 44 (F): -0.367


Here is a molecular structure, C14H20AsBiCl3NS4Sb2 from the Open Molecules 2025 dataset. Energies are from wB97M-V/def2-TZVPD.

```
46
Properties=species:S:1:pos:R:3
Bi 2.5034 1.6901 -2.4515
S 4.3355 4.2432 1.3643
As 4.1520 3.9560 -0.6618
S 4.6047 1.7147 -1.2274
S 1.8879 3.7255 -1.2919
S 5.0887 5.1730 -2.0283
C -3.4536 2.4885 -0.5349
Sb -1.4250 1.8297 -0.8864
C -1.2369 0.8528 1.0211
C -2.0625 0.0803 -2.0951
C -2.2595 -1.1529 -1.2811
C -3.5044 -1.3666 -0.6816
C -3.7462 -2.4533 0.1412
C -2.7315 -3.3669 0.3829
C -1.5010 -3.1855 -0.2251
C -1.2411 -2.0957 -1.0589
C 0.1128 -1.9959 -1.6965
Sb 1.5477 -0.6504 -0.7466
C 3.2385 -1.6765 -1.6014
C 1.6653 -1.6690 1.1306
H -3.9660 1.7768 0.1127
H -3.9825 2.5715 -1.4838
H -3.4401 3.4669 -0.0558
H -2.0724 0.1788 1.2010
H -1.2088 1.6254 1.7918
H -0.3006 0.2928 1.0601
H -1.3120 -0.0314 -2.8768
H -2.9978 0.3871 -2.5635
H -4.3005 -0.6573 -0.8838
H -4.7218 -2.5872 0.5909
H -2.9004 -4.2211 1.0262
H -0.7101 -3.9102 -0.0571
H 0.0559 -1.7043 -2.7462
H 0.6208 -2.9590 -1.6322
H 3.1877 -2.7417 -1.3781
H 4.1510 -1.2633 -1.1718
H 3.2688 -1.5412 -2.6834
H 1.9074 -2.7048 0.8951
H 0.7079 -1.6183 1.6475
H 2.4449 -1.2229 1.7439
Cl 3.0903 2.2425 4.8838
C 1.6138 1.8446 4.0362
Cl 0.3788 3.0829 4.3428
Cl 1.0177 0.2560 4.5987
C 1.7744 1.7386 2.5806
N 1.7190 1.5573 1.4493
```

The net charge is 0. The highest occupied orbital energy comes out at -7.6 eV. Its spin multiplicity is 1. For the energy relative to the best compared isomer or geometry (same formula, charge and spin), the calculation gives 0.347 eV. The gap between HOMO and LUMO is 5.95 eV.

List of Löwdin charges in e, atom by atom: atom 1 (Bi): 0.688, atom 2 (S): -0.067, atom 3 (As): -0.477, atom 4 (S): -0.138, atom 5 (S): -0.191, atom 6 (S): -0.076, atom 7 (C): -0.342, atom 8 (Sb): 1.277, atom 9 (C): -0.344, atom 10 (C): -0.325, atom 11 (C): -0.304, atom 12 (C): -0.063, atom 13 (C): -0.084, atom 14 (C): -0.086, atom 15 (C): -0.058, atom 16 (C): -0.285, atom 17 (C): -0.301, atom 18 (Sb): 1.182, atom 19 (C): -0.350, atom 20 (C): -0.277, atom 21 (H): -0.001, atom 22 (H): -0.001, atom 23 (H): -0.005, atom 24 (H): 0.013, atom 25 (H): -0.002, atom 26 (H): -0.086, atom 27 (H): 0.031, atom 28 (H): 0.056, atom 29 (H): 0.111, atom 30 (H): 0.104, atom 31 (H): 0.102, atom 32 (H): 0.110, atom 33 (H): 0.060, atom 34 (H): 0.058, atom 35 (H): 0.011, atom 36 (H): -0.017, atom 37 (H): 0.003, atom 38 (H): 0.017, atom 39 (H): 0.004, atom 40 (H): 0.007, atom 41 (Cl): 0.638, atom 42 (C): -1.600, atom 43 (Cl): 0.622, atom 44 (Cl): 0.602, atom 45 (C): -0.379, atom 46 (N): 0.167


Here is a molecular structure, C14H20B5Ca3F20O12 from the Open Molecules 2025 dataset. Energies are from wB97M-V/def2-TZVPD.

```
74
Properties=species:S:1:pos:R:3
Ca 2.9328 2.7016 2.7200
Ca -1.5794 5.1917 1.1929
Ca 0.8485 1.4921 -2.1916
B 1.4624 5.2451 2.8250
F 1.9460 4.5725 1.7552
F 0.0782 5.4491 2.6629
F 1.6855 4.4374 3.9002
F 2.2209 6.3370 3.0586
B -1.5261 1.3399 -3.8483
F -2.5225 0.4236 -4.2195
F -1.6737 2.6542 -4.3370
F -1.4574 1.4054 -2.5166
F -0.3134 0.9112 -4.1944
B 3.0765 2.0069 -0.6075
F 2.2970 0.9522 -0.5116
F 3.5739 2.4067 0.6052
F 4.1489 1.7791 -1.4210
F 2.3600 2.9724 -1.1950
B -0.2571 2.0468 1.0262
F 0.9337 1.6537 1.6063
F -0.4211 3.4005 1.0419
F -0.3749 1.4715 -0.2225
F -1.3117 1.5351 1.7144
B -1.0999 4.4405 -1.7227
F -0.2055 3.4895 -2.1725
F -2.2559 3.8087 -1.4044
F -0.5393 5.1448 -0.7260
F -1.3427 5.3365 -2.7099
C 3.5152 -1.9710 0.1060
C 4.7509 -1.1214 -0.0414
O 4.7036 -0.3009 1.0620
C 3.6425 -0.4892 1.7251
O 3.2424 0.2045 2.6622
O 2.8739 -1.4733 1.2145
H 3.7971 -3.0220 0.1685
H 2.8701 -1.7920 -0.7541
H 4.6430 -0.5013 -0.9313
H 5.6213 -1.7739 -0.1111
C 0.1761 -1.2992 3.7812
C -0.3053 -1.4179 2.2841
O -0.4907 -2.8249 2.1673
C 0.0286 -3.4588 3.2664
O 0.2379 -4.6645 3.1918
O 0.3601 -2.5836 4.2142
H -0.5644 -0.7262 4.3393
H 1.0173 -0.6164 3.9007
H 0.3017 -0.7650 1.6568
H -1.3163 -1.0304 2.1583
C 1.5506 -4.7400 -0.4384
C 0.5855 -4.1908 -1.4170
C -0.9938 -3.9888 -1.0456
O -1.2360 -2.5865 -1.3005
C -0.0156 -1.9719 -1.5462
O 0.0688 -0.7714 -1.7303
O 0.9316 -2.8637 -1.6704
H 1.5869 -4.1459 0.4747
H 2.5309 -4.6536 -0.9070
H 1.3122 -5.7586 -0.1323
H 0.5224 -4.9276 -2.2178
H -1.3911 -4.3444 -0.0949
H -1.6067 -4.4171 -1.8387
C -4.1714 -1.2139 0.4883
C -3.5997 -0.2946 -0.6428
C -4.1318 -0.7352 -1.9928
O -4.7691 0.3488 -2.5847
C -4.5740 1.4482 -1.8273
O -4.6745 2.5898 -2.2272
O -4.1233 1.0284 -0.5738
H -3.8403 -0.8142 1.4468
H -3.7760 -2.2168 0.3268
H -5.2567 -1.2689 0.5726
H -2.5258 -0.1097 -0.6189
H -4.9058 -1.5025 -2.0066
H -3.2859 -0.8771 -2.6653
```

The net charge is +1. The highest occupied orbital energy comes out at -11.6 eV. Its spin multiplicity is 1. The gap between HOMO and LUMO is 7.18 eV.

List of Löwdin charges in e, atom by atom: atom 1 (Ca): 1.778, atom 2 (Ca): 1.863, atom 3 (Ca): 1.750, atom 4 (B): -1.388, atom 5 (F): 0.116, atom 6 (F): 0.028, atom 7 (F): 0.118, atom 8 (F): 0.225, atom 9 (B): -1.418, atom 10 (F): 0.153, atom 11 (F): 0.145, atom 12 (F): 0.111, atom 13 (F): 0.136, atom 14 (B): -1.540, atom 15 (F): 0.167, atom 16 (F): 0.079, atom 17 (F): 0.203, atom 18 (F): 0.172, atom 19 (B): -1.387, atom 20 (F): 0.121, atom 21 (F): 0.051, atom 22 (F): 0.110, atom 23 (F): 0.201, atom 24 (B): -1.463, atom 25 (F): 0.070, atom 26 (F): 0.206, atom 27 (F): 0.077, atom 28 (F): 0.210, atom 29 (C): -0.135, atom 30 (C): -0.086, atom 31 (O): 0.152, atom 32 (C): -0.559, atom 33 (O): 0.006, atom 34 (O): 0.109, atom 35 (H): 0.136, atom 36 (H): 0.127, atom 37 (H): 0.135, atom 38 (H): 0.154, atom 39 (C): -0.133, atom 40 (C): -0.094, atom 41 (O): 0.039, atom 42 (C): -0.508, atom 43 (O): 0.132, atom 44 (O): 0.108, atom 45 (H): 0.130, atom 46 (H): 0.109, atom 47 (H): 0.104, atom 48 (H): 0.114, atom 49 (C): -0.019, atom 50 (C): -0.275, atom 51 (C): -0.017, atom 52 (O): 0.050, atom 53 (C): -0.475, atom 54 (O): 0.051, atom 55 (O): 0.098, atom 56 (H): 0.078, atom 57 (H): 0.089, atom 58 (H): 0.109, atom 59 (H): 0.155, atom 60 (H): 0.130, atom 61 (H): 0.128, atom 62 (C): -0.004, atom 63 (C): -0.298, atom 64 (C): -0.125, atom 65 (O): 0.067, atom 66 (C): -0.489, atom 67 (O): 0.149, atom 68 (O): 0.044, atom 69 (H): 0.066, atom 70 (H): 0.075, atom 71 (H): 0.089, atom 72 (H): 0.126, atom 73 (H): 0.143, atom 74 (H): 0.119


Here is a molecular structure, C14H20BrClN4O3STi from the Open Molecules 2025 dataset. Energies are from wB97M-V/def2-TZVPD.

```
45
Properties=species:S:1:pos:R:3
Ti -0.1333 -0.9916 1.0219
N -0.3692 -0.0804 3.0761
C 0.4307 1.1146 3.4451
C 1.9193 0.8129 3.4467
C 2.5223 0.5664 2.0752
N 1.9929 -0.6788 1.4781
H -1.3519 0.1311 3.2403
H -0.1675 -0.8201 3.7691
H 0.1237 1.4759 4.4283
H 0.2144 1.9094 2.7249
H 2.1102 -0.0543 4.0895
H 2.4369 1.6594 3.9030
H 3.6104 0.5211 2.1451
H 2.2757 1.3945 1.4046
H 2.1953 -1.4448 2.1384
H 2.5014 -0.9005 0.6217
N -2.4556 -2.4556 -1.5487
C -1.8240 -2.7182 -0.3536
C -0.5668 -3.3489 -0.3417
C 0.1258 -3.5515 0.8347
C -0.4372 -3.1612 2.0723
C -1.7510 -2.6711 2.0756
C -2.4264 -2.4392 0.8788
S 0.4530 -3.4555 3.6015
O -0.2093 -2.5421 4.5290
O 1.8110 -3.0575 3.2570
O 0.2734 -4.8605 3.8776
H -3.2314 -1.8145 -1.5243
H -1.8310 -2.2889 -2.3255
H -0.1290 -3.6435 -1.2848
H 1.1033 -4.0152 0.8365
H -2.2183 -2.4864 3.0347
H -3.4502 -2.0816 0.8916
Cl -4.8547 2.1305 0.9451
C -3.1749 2.0653 0.5300
C -2.5356 3.1332 -0.0587
C -1.1939 2.9876 -0.3407
C -0.5500 1.7955 -0.0422
N -1.1773 0.7499 0.5156
C -2.4684 0.9050 0.8044
H -3.0749 4.0456 -0.2779
H -0.6268 3.7901 -0.7917
H 0.4974 1.6573 -0.2672
H -2.9744 0.0795 1.2873
Br 0.7900 -0.7917 -1.4960
```

The net charge is 0. The highest occupied orbital energy (spin up / spin down) comes out at -6.9 / -8.8 eV. Its spin multiplicity is 3. For the energy relative to the best compared isomer or geometry (same formula, charge and spin), the calculation gives 0.000 eV. The gap between HOMO and LUMO (spin up / spin down) is 6.47 / 8.21 eV.

List of Löwdin charges in e, atom by atom: atom 1 (Ti): 0.560, atom 2 (N): -0.033, atom 3 (C): -0.218, atom 4 (C): -0.175, atom 5 (C): -0.224, atom 6 (N): -0.079, atom 7 (H): 0.094, atom 8 (H): 0.057, atom 9 (H): 0.118, atom 10 (H): 0.105, atom 11 (H): 0.125, atom 12 (H): 0.118, atom 13 (H): 0.118, atom 14 (H): 0.108, atom 15 (H): 0.065, atom 16 (H): 0.043, atom 17 (N): 0.129, atom 18 (C): -0.380, atom 19 (C): -0.112, atom 20 (C): -0.084, atom 21 (C): -0.338, atom 22 (C): -0.097, atom 23 (C): -0.059, atom 24 (S): 0.437, atom 25 (O): -0.357, atom 26 (O): -0.348, atom 27 (O): -0.299, atom 28 (H): 0.098, atom 29 (H): 0.080, atom 30 (H): 0.110, atom 31 (H): 0.138, atom 32 (H): 0.130, atom 33 (H): 0.123, atom 34 (Cl): 0.699, atom 35 (C): -0.638, atom 36 (C): -0.075, atom 37 (C): -0.026, atom 38 (C): -0.172, atom 39 (N): -0.081, atom 40 (C): -0.156, atom 41 (H): 0.118, atom 42 (H): 0.118, atom 43 (H): 0.057, atom 44 (H): 0.095, atom 45 (Br): 0.110


Here is a molecular structure, C14H20BrNO2P2ReS from the Open Molecules 2025 dataset. Energies are from wB97M-V/def2-TZVPD.

```
42
Properties=species:S:1:pos:R:3
Re 0.3419 -0.4660 0.0796
C 3.9116 -0.7901 -0.3275
P 2.7061 0.2346 0.5407
C 3.1392 0.1829 2.2949
C 2.9719 1.9575 0.0274
C 1.7750 2.7887 0.4934
P 0.2518 2.0018 -0.1073
C 0.0643 2.5212 -1.8291
C -1.1510 2.6729 0.7990
H 4.9168 -0.4113 -0.1345
H 3.7242 -0.7704 -1.4006
H 3.8487 -1.8194 0.0248
H 4.1688 0.5239 2.4154
H 3.0574 -0.8327 2.6782
H 2.4767 0.8248 2.8747
H 3.0771 1.9831 -1.0599
H 3.9088 2.3224 0.4521
H 1.8246 3.8117 0.1159
H 1.7268 2.8464 1.5830
H 0.0227 3.6111 -1.8697
H -0.8615 2.1194 -2.2402
H 0.8970 2.1749 -2.4415
H -1.1867 3.7571 0.6770
H -1.0615 2.4314 1.8577
H -2.0735 2.2376 0.4133
Br -2.4514 -2.1040 -7.2469
C -2.4500 -1.4934 -5.4807
C -3.6525 -1.1585 -4.8667
C -3.6457 -0.7105 -3.5621
C -2.4350 -0.6049 -2.8657
C -1.2332 -0.9405 -3.4930
C -1.2390 -1.3801 -4.7994
C -2.5445 -0.1149 -1.5054
O -3.4172 0.3427 -0.8764
O -1.2208 -0.2371 -0.7493
H -4.5828 -1.2491 -5.4090
H -4.5717 -0.4438 -3.0709
H -0.2875 -0.8493 -2.9758
H -0.3167 -1.6384 -5.2995
S 2.1316 -3.9963 2.4748
C 1.5082 -2.8439 1.6870
N 1.0081 -1.9236 1.0488
```

The net charge is +2. The highest occupied orbital energy (spin up / spin down) comes out at -14.3 / -14.3 eV. Its spin multiplicity is 2. For the energy relative to the best compared isomer or geometry (same formula, charge and spin), the calculation gives 1.412 eV. The gap between HOMO and LUMO (spin up / spin down) is 5.65 / 5.68 eV.

List of Löwdin charges in e, atom by atom: atom 1 (Re): 1.296, atom 2 (C): -0.213, atom 3 (P): 0.731, atom 4 (C): -0.205, atom 5 (C): -0.369, atom 6 (C): -0.363, atom 7 (P): 0.751, atom 8 (C): -0.197, atom 9 (C): -0.203, atom 10 (H): 0.076, atom 11 (H): 0.062, atom 12 (H): 0.052, atom 13 (H): 0.078, atom 14 (H): 0.038, atom 15 (H): 0.062, atom 16 (H): 0.095, atom 17 (H): 0.112, atom 18 (H): 0.112, atom 19 (H): 0.095, atom 20 (H): 0.078, atom 21 (H): 0.052, atom 22 (H): 0.062, atom 23 (H): 0.078, atom 24 (H): 0.067, atom 25 (H): 0.049, atom 26 (Br): 0.863, atom 27 (C): -0.666, atom 28 (C): -0.077, atom 29 (C): 0.025, atom 30 (C): -0.163, atom 31 (C): -0.025, atom 32 (C): -0.095, atom 33 (C): -0.365, atom 34 (O): 0.213, atom 35 (O): -0.403, atom 36 (H): 0.121, atom 37 (H): 0.139, atom 38 (H): 0.091, atom 39 (H): 0.113, atom 40 (S): 0.968, atom 41 (C): -0.870, atom 42 (N): -0.261


Sequential max |F| output: 0.73; 1.05; 5.10; 1.42; 0.66 eV/A